[1]
The following is a DFT calculation (the ωB97M-V functional and the def2-TZVPD basis) of a cluster of 12 separate species, C24H46BF3N13O24 in total.

Net charge = +1
Highest occupied orbital energy = -0.446 Eh
Calculated total energy = -3782.7995 a.u.

```
111
Properties=species:S:1:pos:R:3:mulliken_charge:R:1
C 0.396 4.995 1.821 0.055
C -0.448 4.354 1.255 -0.583
C -1.409 3.530 0.458 -0.737
C -0.728 3.004 -0.801 1.080
C -0.795 3.761 -1.994 -0.570
C -0.146 3.181 -3.153 0.401
C -0.188 4.038 -4.448 -1.051
O 0.965 4.892 -4.470 -0.314
C 1.915 4.488 -5.360 0.826
F 1.626 4.873 -6.614 -0.249
F 3.071 5.072 -5.004 -0.261
F 2.126 3.152 -5.324 -0.186
N 0.478 2.032 -3.157 -1.272
N 0.506 1.384 -2.014 1.212
B 1.253 0.035 -2.051 0.588
C 2.778 0.131 -2.515 -0.409
O 0.656 -1.116 -1.710 -0.654
C -0.008 1.747 -0.844 0.686
C 0.092 0.949 0.455 -1.025
C -1.053 -0.036 0.519 -0.928
C -2.024 -0.737 0.627 0.558
H 1.279 5.566 2.079 0.466
H -2.338 4.098 0.248 0.511
H -1.742 2.659 1.061 -0.203
H -1.307 4.728 -2.035 0.518
H -1.088 4.676 -4.364 0.509
H -0.295 3.404 -5.343 0.399
H 3.199 -0.888 -2.631 0.005
H 3.369 0.689 -1.755 0.176
H 2.867 0.681 -3.477 0.299
H 1.401 -1.736 -1.548 0.228
H -0.057 1.611 1.331 0.551
H 1.070 0.459 0.626 0.015
H -3.074 -1.009 0.646 0.456
C -5.251 -3.783 2.878 -0.769
N -4.461 -2.558 2.584 0.916
O -5.072 -1.542 2.297 -0.550
O -3.254 -2.650 2.650 -0.518
H -6.306 -3.549 2.781 0.303
H -4.956 -4.543 2.160 0.329
H -5.018 -4.089 3.894 0.275
C 5.969 -1.436 -5.204 -0.693
N 5.160 -1.975 -4.077 0.848
O 4.092 -2.481 -4.352 -0.440
O 5.629 -1.867 -2.961 -0.505
H 5.427 -1.603 -6.129 0.216
H 6.115 -0.374 -5.023 0.305
H 6.918 -1.967 -5.209 0.293
C -3.825 -6.712 6.145 -0.752
N -4.753 -6.424 5.019 0.865
O -5.558 -5.523 5.163 -0.572
O -4.644 -7.113 4.026 -0.473
H -4.040 -6.023 6.956 0.310
H -3.995 -7.740 6.454 0.306
H -2.812 -6.574 5.777 0.302
C 2.569 -4.014 1.707 -0.772
N 1.989 -2.923 0.884 1.065
O 1.189 -2.181 1.405 -0.570
O 2.369 -2.847 -0.276 -0.687
H 2.147 -3.959 2.704 0.319
H 2.314 -4.957 1.229 0.327
H 3.645 -3.866 1.734 0.228
C -4.373 1.412 3.607 -0.666
N -3.569 2.624 3.293 0.944
O -4.167 3.641 3.007 -0.543
O -2.360 2.509 3.342 -0.506
H -5.425 1.662 3.523 0.300
H -4.099 0.641 2.891 0.214
H -4.126 1.111 4.621 0.297
C -5.257 -9.071 1.732 -0.680
N -4.808 -10.489 1.716 0.884
O -3.772 -10.754 2.293 -0.526
O -5.512 -11.280 1.127 -0.527
H -4.538 -8.485 2.289 0.299
H -5.315 -8.735 0.700 0.294
H -6.233 -9.041 2.210 0.271
C 1.582 -2.056 -6.959 -0.668
N 2.535 -2.779 -7.844 0.889
O 2.133 -3.133 -8.930 -0.536
O 3.653 -2.962 -7.407 -0.530
H 0.631 -1.965 -7.473 0.357
H 1.477 -2.638 -6.047 0.258
H 2.006 -1.077 -6.752 0.224
C -1.043 9.648 2.196 -0.676
N -0.584 8.233 2.164 0.839
O 0.459 7.967 2.725 -0.545
O -1.291 7.439 1.573 -0.477
H -0.321 10.239 2.749 0.329
H -1.117 9.990 1.167 0.258
H -2.014 9.665 2.684 0.244
C 5.632 1.651 0.431 -0.816
N 4.703 0.636 0.996 0.910
O 3.510 0.883 0.969 -0.508
O 5.199 -0.372 1.445 -0.513
H 5.049 2.492 0.069 0.309
H 6.304 1.959 1.228 0.307
H 6.177 1.178 -0.382 0.303
C 7.246 -3.998 1.250 -0.705
N 6.462 -4.480 2.419 0.886
O 5.359 -4.955 2.202 -0.584
O 6.975 -4.367 3.507 -0.505
H 6.663 -4.163 0.349 0.313
H 7.437 -2.938 1.400 0.262
H 8.173 -4.564 1.222 0.305
C -4.870 7.360 0.739 -0.703
N -4.664 8.646 1.455 0.938
O -5.072 8.726 2.593 -0.535
O -4.095 9.530 0.845 -0.514
H -5.384 6.672 1.402 0.302
H -5.469 7.570 -0.143 0.315
H -3.888 6.980 0.469 0.209
```

[2]
The following is a DFT calculation (the ωB97M-V functional and the def2-TZVPD basis) of a cluster of 8 separate species, C24H46Br2O21 in total.

Highest occupied orbital energy = -0.361 Eh
Energy above the lowest of the compared OMol25 structures with the same formula, charge and spin = 79.65 kcal/mol
Calculated total energy = -7669.9702 a.u.
Structure (SMILES) = C[C@H]1COC(=O)O1.COC(=O)OC.COC(=O)OC.COC(=O)OC.COC(=O)OC.COC(=O)OC.COC(=O)OC.BrCCBr

```
93
Properties=species:S:1:pos:R:3:mulliken_charge:R:1
C 0.395 -5.573 -3.761 -1.443
C -0.191 -6.911 -3.395 0.535
C 0.755 -7.879 -2.737 -0.435
O -0.064 -8.443 -1.787 -0.320
C -1.154 -7.639 -1.534 0.644
O -2.100 -8.051 -0.808 -0.579
O -1.159 -6.624 -2.363 -0.314
H 1.146 -5.792 -4.521 0.391
H 0.950 -5.095 -2.954 0.352
H -0.241 -4.797 -4.186 0.343
H -0.542 -7.413 -4.296 0.231
H 1.558 -7.309 -2.269 0.275
H 1.245 -8.605 -3.385 0.317
C 14.051 -0.010 -0.600 -0.708
O 12.700 -0.222 -1.266 -0.320
C 11.561 -0.254 -0.560 0.774
O 11.512 -0.100 0.625 -0.544
O 10.461 -0.308 -1.340 -0.307
C 9.168 -0.320 -0.816 -0.617
H 14.482 0.941 -0.286 0.301
H 14.688 -0.361 -1.412 0.296
H 14.314 -0.824 0.075 0.321
H 8.896 -1.252 -0.320 0.272
H 8.625 -0.017 -1.711 0.221
H 9.146 0.501 -0.099 0.312
C -8.731 -2.488 2.931 -0.610
O -9.355 -1.402 3.552 -0.327
C -9.111 -0.130 3.307 0.866
O -8.121 0.220 2.615 -0.620
O -10.063 0.624 3.809 -0.306
C -10.183 1.982 3.309 -0.668
H -9.202 -2.594 1.954 0.273
H -9.027 -3.469 3.304 0.248
H -7.649 -2.360 2.916 0.283
H -9.445 2.181 2.532 0.322
H -10.126 2.839 3.981 0.271
H -11.124 1.954 2.760 0.268
C 4.693 -1.329 4.803 -0.694
O 3.324 -1.432 4.900 -0.258
C 2.657 -2.213 3.950 0.727
O 3.040 -3.001 3.081 -0.555
O 1.337 -1.958 4.206 -0.252
C 0.384 -3.069 3.833 -0.716
H 5.074 -1.775 3.884 0.343
H 5.270 -1.851 5.566 0.263
H 4.854 -0.258 4.678 0.253
H -0.671 -2.882 4.032 0.290
H 0.586 -4.114 4.066 0.300
H 0.344 -2.933 2.752 0.298
C 9.211 6.367 -3.669 -0.651
O 7.891 6.637 -3.820 -0.276
C 7.093 6.566 -4.898 0.720
O 7.343 5.967 -5.953 -0.570
O 5.990 7.261 -4.517 -0.279
C 4.818 7.344 -5.410 -0.609
H 9.582 6.321 -2.645 0.248
H 9.845 7.106 -4.159 0.292
H 9.488 5.424 -4.140 0.308
H 3.984 7.684 -4.796 0.232
H 4.625 6.339 -5.784 0.309
H 4.996 7.932 -6.311 0.277
C 2.074 4.215 5.903 -0.637
O 0.840 3.723 5.606 -0.266
C 0.008 3.225 6.556 0.791
O 0.375 2.671 7.595 -0.569
O -1.223 3.104 6.014 -0.296
C -2.182 2.251 6.607 -0.653
H 2.825 3.796 5.232 0.203
H 2.229 4.028 6.965 0.347
H 1.990 5.300 5.843 0.250
H -3.197 2.579 6.381 0.253
H -2.094 2.269 7.693 0.312
H -2.161 1.218 6.259 0.266
C -8.837 -1.920 -4.740 -0.638
O -9.808 -2.437 -3.790 -0.324
C -11.103 -1.850 -3.605 0.770
O -11.962 -2.394 -2.910 -0.542
O -11.234 -0.801 -4.352 -0.303
C -12.532 -0.244 -4.376 -0.704
H -9.089 -2.032 -5.795 0.294
H -7.963 -2.563 -4.639 0.276
H -8.500 -0.888 -4.637 0.286
H -13.012 -0.239 -3.397 0.316
H -13.172 -0.591 -5.187 0.297
H -12.551 0.814 -4.639 0.272
Br -1.686 4.373 -1.547 -0.136
C -2.029 2.596 -0.584 -0.650
C -1.596 1.514 -1.598 -0.537
Br 0.338 1.752 -1.873 -0.123
H -3.106 2.610 -0.415 0.343
H -1.445 2.647 0.335 0.376
H -2.154 1.636 -2.526 0.357
H -1.862 0.502 -1.294 0.370
```

[3]
The following is a DFT calculation (the ωB97M-V functional and the def2-TZVPD basis) of a structure of composition C24H46Cl3N2O4SiV.

Net charge = -1
Highest occupied orbital energy (spin up / spin down) = -0.112 / -0.150 Eh
Calculated total energy = -3966.8034 a.u.
2S+1 = 4

```
81
Properties=species:S:1:pos:R:3:mulliken_charge:R:1
C -1.880 -1.954 -3.372 -1.465
C -1.240 -2.648 -2.222 0.639
H -1.679 -2.479 -4.310 0.431
H -1.509 -0.922 -3.455 0.016
H -2.967 -1.898 -3.212 0.275
C -0.513 -3.780 -2.315 0.373
C -0.304 -4.512 -3.588 -1.797
H -0.041 -4.199 -1.430 0.508
H 0.011 -3.847 -4.406 0.370
H -1.223 -5.030 -3.905 0.325
H 0.473 -5.271 -3.440 0.382
V 0.028 1.240 0.004 0.731
Cl -2.343 1.132 0.256 -0.694
Cl 1.493 3.047 -0.681 -0.679
H 1.159 4.706 4.013 0.321
H -1.043 5.975 3.110 0.331
C 1.289 4.357 2.982 -0.837
C -0.709 5.575 2.143 -0.964
N -0.013 4.317 2.325 0.389
H 1.739 3.360 2.974 0.095
C -0.511 3.196 1.824 -0.399
O 0.159 2.114 1.776 -0.170
H -1.583 5.416 1.500 0.304
H -1.547 3.221 1.455 0.513
H 1.941 5.066 2.457 0.314
H -0.045 6.313 1.673 0.303
H 1.546 -1.054 -2.813 0.104
H 2.311 -3.483 -1.586 0.171
C 2.480 -0.727 -2.338 -0.973
C 3.128 -2.827 -1.242 -0.881
N 2.670 -1.455 -1.090 0.483
H 2.441 0.348 -2.129 0.193
C 2.501 -0.870 0.106 -0.234
O 1.977 0.260 0.277 -0.356
H 3.517 -3.212 -0.290 0.297
H 2.913 -1.458 0.956 0.326
H 3.318 -0.961 -3.004 0.450
H 3.920 -2.863 -2.003 0.350
O -0.204 -1.026 -1.054 0.577
C -1.252 -1.857 -0.916 -1.065
C 0.117 -3.170 0.760 0.874
C -1.129 -2.727 0.338 0.283
H 1.000 -2.769 0.246 0.414
C 0.206 -4.132 1.770 -1.656
H -2.226 -1.341 -0.851 0.315
C -2.289 -3.146 0.983 -0.106
H 1.194 -4.488 2.076 0.354
C -0.954 -4.602 2.383 -0.561
C -2.207 -4.104 1.996 -0.874
H -3.238 -2.719 0.643 0.360
H -0.888 -5.343 3.187 0.334
H -3.116 -4.451 2.487 0.341
Si -0.362 3.181 -2.848 0.366
Cl -0.354 1.059 -2.289 -0.142
C 1.301 3.841 -3.416 -1.165
C -1.373 4.163 -1.632 -0.837
C -1.358 3.169 -4.463 -1.276
H 2.097 3.088 -3.427 0.297
H 1.614 4.685 -2.791 0.337
H 1.176 4.222 -4.435 0.360
H -0.746 2.824 -5.309 0.289
H -1.653 4.207 -4.668 0.346
H -2.266 2.560 -4.403 0.286
H -1.876 3.529 -0.897 0.190
H -2.146 4.707 -2.190 0.526
H -0.753 4.901 -1.109 0.190
C 1.921 0.115 3.515 -1.459
C 1.024 -1.040 3.145 -0.326
O -0.111 -0.638 2.369 0.837
C -1.176 -0.146 3.194 -0.161
C -1.830 -1.195 4.057 -1.305
H 2.310 0.600 2.611 0.046
H 2.766 -0.273 4.097 0.539
H 1.388 0.849 4.130 0.327
H 1.567 -1.763 2.527 -0.067
H 0.689 -1.572 4.047 0.512
H -0.788 0.686 3.805 0.193
H -1.907 0.266 2.482 0.071
H -1.155 -1.569 4.836 0.352
H -2.691 -0.736 4.553 0.443
H -2.189 -2.036 3.460 0.095
```

Among the records above, which one has the lowest calculated total energy? C24H46Br2O21

calculated total energy of number 2 (C24H46Br2O21)? -7669.9702 a.u.

The lowest calculated total energy belongs to which entry? C24H46Br2O21

Among the records above, which one has the highest calculated total energy? C24H46BF3N13O24